DFT (wB97M-V/def2-TZVPD) results for C18H29NO2 in the gas phase.

CARTESIAN COORDINATES (ANGSTROEM)
C -2.331 -2.291 0.520
C -2.186 -0.807 0.341
C -0.944 -0.234 0.549
C -0.727 1.133 0.397
O 0.549 1.563 0.626
C 0.846 2.931 0.447
C 2.345 3.141 0.695
O 3.155 2.929 -0.435
C 3.133 1.628 -0.990
C 3.747 0.553 -0.084
N 3.880 -0.691 -0.827
C 4.862 -1.609 -0.276
C 4.156 -2.398 0.847
C 2.673 -2.342 0.452
C 2.658 -1.482 -0.833
C -1.793 1.942 0.031
C -3.036 1.369 -0.174
C -3.262 0.009 -0.028
C -4.649 -0.544 -0.271
C -5.081 -0.304 -1.720
C -5.657 0.068 0.705
H -3.053 -2.520 1.302
H -1.376 -2.731 0.797
H -2.668 -2.761 -0.403
H -0.105 -0.849 0.837
H 0.599 3.256 -0.572
H 0.275 3.536 1.164
H 2.650 2.503 1.535
H 2.520 4.185 0.963
H 3.731 1.703 -1.901
H 2.113 1.342 -1.268
H 4.741 0.893 0.216
H 3.131 0.433 0.819
H 5.155 -2.292 -1.079
H 5.749 -1.079 0.067
H 4.322 -1.914 1.810
H 4.530 -3.417 0.912
H 2.258 -3.331 0.265
H 2.080 -1.870 1.236
H 2.687 -2.127 -1.715
H 1.779 -0.844 -0.901
H -1.674 3.007 -0.097
H -3.852 2.017 -0.458
H -4.639 -1.623 -0.102
H -5.158 0.759 -1.933
H -4.358 -0.738 -2.407
H -6.051 -0.761 -1.904
H -5.753 1.139 0.547
H -5.337 -0.098 1.732
H -6.636 -0.387 0.569

Properties
Orbital gap   0.3366 Eh
Highest occupied orbital energy   -8.293 eV
Energy above the lowest of the compared OMol25 structures with the same formula, charge and spin   25.09 kcal per mole
Calculated total energy   -908.4817 Eh

---

DFT (wB97M-V/def2-TZVPD) results for C18H29NO4S in the gas phase in a non-equilibrium geometry.

CARTESIAN COORDINATES (ANGSTROEM)
C -0.109 2.491 -3.353
C -1.350 2.419 -2.475
O -1.185 1.485 -1.415
C -0.197 1.721 -0.506
C -0.046 2.932 0.162
C 0.915 3.113 1.148
C 1.013 4.452 1.818
C 1.760 2.051 1.492
C 2.831 2.169 2.552
C 2.627 1.120 3.648
C 4.217 2.030 1.919
C 1.615 0.851 0.809
C 0.666 0.683 -0.176
S 0.657 -0.878 -1.055
O 0.433 -0.653 -2.456
O 1.855 -1.576 -0.678
N -0.638 -1.685 -0.352
C -1.906 -1.560 -1.036
C -3.017 -2.000 -0.075
C -4.383 -1.969 -0.743
O -2.783 -3.320 0.374
C -1.534 -3.459 1.023
C -1.397 -4.908 1.465
C -0.399 -3.045 0.077
H 0.203 1.478 -3.601
H 0.704 2.984 -2.825
H -0.327 3.041 -4.265
H -1.617 3.410 -2.085
H -2.198 2.027 -3.041
H -0.701 3.755 -0.085
H 2.004 4.881 1.680
H 0.827 4.364 2.887
H 0.283 5.141 1.402
H 2.770 3.154 3.019
H 1.633 1.210 4.080
H 2.740 0.115 3.251
H 3.361 1.260 4.439
H 4.362 2.789 1.153
H 4.989 2.151 2.676
H 4.334 1.054 1.457
H 2.262 0.011 1.006
H -2.029 -0.519 -1.327
H -1.926 -2.191 -1.937
H -3.001 -1.321 0.796
H -4.613 -0.960 -1.072
H -5.142 -2.303 -0.041
H -4.388 -2.637 -1.599
H -1.512 -2.786 1.899
H -2.224 -5.171 2.119
H -1.423 -5.560 0.596
H -0.459 -5.050 1.993
H 0.567 -3.073 0.579
H -0.377 -3.731 -0.782

Properties
Orbital gap   0.3475 Eh
Highest occupied orbital energy   -8.755 eV
Energy above the lowest of the compared OMol25 structures with the same formula, charge and spin   0.00 kcal per mole
Calculated total energy   -1457.1727 Eh

---

DFT (wB97M-V/def2-TZVPD) results for a molecular structure, C18H29O2SiYb in a non-equilibrium geometry.

CARTESIAN COORDINATES (ANGSTROEM)
Yb 0.044 0.015 0.024
C 0.755 0.607 2.600
C -0.657 0.747 2.635
C -1.230 -0.534 2.414
H -1.200 1.669 2.837
C -0.164 -1.470 2.225
C 1.065 -0.764 2.355
H 2.065 -1.193 2.291
H 1.464 1.415 2.783
H -2.286 -0.772 2.486
H -0.273 -2.546 2.077
C 1.158 -0.103 -2.461
C 2.033 -0.825 -1.592
C 1.361 -2.001 -1.161
H 3.051 -0.549 -1.315
C 0.077 -2.019 -1.777
C -0.053 -0.839 -2.569
H -0.899 -0.588 -3.209
H 1.379 0.833 -2.972
H 1.782 -2.763 -0.505
H -0.631 -2.843 -1.725
O -2.324 -0.428 -0.467
C -3.303 -1.554 -0.614
C -4.484 -0.671 -0.183
C -2.998 -2.701 0.319
C -3.439 -1.997 -2.055
C -3.469 0.462 -0.152
H -4.899 -0.940 0.796
H -5.266 -0.569 -0.946
H -3.604 1.200 -0.951
H -3.345 0.930 0.835
H -3.777 -3.468 0.217
H -2.979 -2.377 1.362
H -2.034 -3.162 0.073
H -4.427 -2.461 -2.196
H -2.681 -2.745 -2.308
H -3.363 -1.151 -2.746
C 3.807 2.518 -1.469
Si 2.897 2.353 0.185
C 4.117 1.363 1.274
C 2.586 4.033 1.011
O 1.494 1.602 -0.014
H 4.714 3.128 -1.367
H 3.171 2.984 -2.231
H 4.116 1.538 -1.853
H 5.060 1.917 1.395
H 3.713 1.161 2.274
H 4.355 0.398 0.805
H 1.835 4.605 0.450
H 2.193 3.902 2.028
H 3.492 4.652 1.086

Properties
Orbital gap (spin up / spin down)   0.0788 / 0.1865 Eh
Highest occupied orbital energy (spin up / spin down)   2.818 / -0.101 eV
⟨S²⟩   0.751
Charge   -2
Multiplicity   2
Calculated total energy   -2301.9571 Eh

---

DFT (wB97M-V/def2-TZVPD) results for a molecular structure, C18H30Br6O9 in a non-equilibrium geometry.

CARTESIAN COORDINATES (ANGSTROEM)
Br -3.422 -0.869 1.022
C -2.158 -2.397 1.314
C -2.227 -3.336 0.025
Br -1.102 -4.965 0.038
H -2.390 -2.926 2.239
H -1.183 -1.934 1.464
H -2.051 -2.718 -0.855
H -3.261 -3.657 0.159
Br 1.198 -0.262 2.330
C 0.144 0.023 0.705
C -0.054 1.586 0.619
Br 1.662 2.383 0.184
H -0.754 -0.554 0.925
H 0.807 -0.311 -0.093
H -0.380 1.925 1.603
H -0.751 1.837 -0.181
Br 2.874 2.024 3.153
C 3.553 0.236 2.457
C 3.517 -0.856 3.503
Br 4.215 -2.601 2.704
H 4.578 0.448 2.152
H 3.022 0.049 1.524
H 2.542 -1.191 3.855
H 4.279 -0.639 4.252
C 1.963 -1.021 -5.429
C 2.220 0.027 -4.337
C 1.399 1.386 -4.256
O 0.979 1.410 -2.949
C 0.957 0.154 -2.388
O 0.667 -0.262 -1.272
O 1.614 -0.729 -3.282
H 2.411 -0.545 -6.302
H 0.910 -1.273 -5.554
H 2.533 -1.938 -5.276
H 3.284 0.218 -4.190
H 0.465 1.459 -4.814
H 2.130 2.192 -4.334
C -2.415 -0.838 -2.528
C -2.263 0.671 -2.600
C -1.524 1.476 -1.532
O -0.645 2.330 -2.194
C -0.749 2.112 -3.543
O -0.181 2.724 -4.437
O -1.413 0.904 -3.717
H -1.472 -1.338 -2.748
H -3.129 -0.986 -3.338
H -2.784 -1.244 -1.586
H -3.238 1.149 -2.696
H -0.962 0.789 -0.900
H -2.138 2.111 -0.893
C -1.783 1.201 2.704
C -1.123 0.991 4.051
C -1.062 -0.403 4.521
O 0.305 -0.583 4.898
C 0.880 0.630 5.027
O 2.027 0.785 5.416
O 0.168 1.460 4.353
H -1.551 2.244 2.488
H -2.871 1.262 2.730
H -1.520 0.416 1.995
H -1.749 1.354 4.866
H -1.207 -1.020 3.634
H -1.787 -0.568 5.318

Properties
Orbital gap   0.3012 Eh
Highest occupied orbital energy   -8.369 eV
Calculated total energy   -16824.6037 Eh

---

DFT (wB97M-V/def2-TZVPD) results for a molecular structure, C18H30CeNOSSi.

CARTESIAN COORDINATES (ANGSTROEM)
Ce 0.130 -1.021 0.142
C -0.263 4.853 4.687
Si 0.613 3.771 3.434
C 2.228 3.217 4.176
C 0.868 4.768 1.883
C -0.529 2.293 3.116
C -1.740 2.182 3.781
C -2.600 1.103 3.570
C -2.206 0.145 2.674
N -1.044 0.214 2.009
C -0.209 1.257 2.205
S 1.288 1.270 1.283
H 0.360 5.722 4.913
H -0.445 4.328 5.627
H -1.220 5.225 4.311
H 2.795 4.089 4.512
H 2.832 2.664 3.458
H 2.056 2.575 5.043
H 1.391 5.696 2.130
H -0.090 5.033 1.428
H 1.456 4.222 1.146
H -2.032 2.950 4.488
H -3.545 1.016 4.088
H -2.829 -0.717 2.465
C 2.541 -4.618 0.357
C 2.008 -3.297 -0.175
C 1.651 -3.440 -1.659
C 3.075 -2.204 -0.006
O 0.854 -2.929 0.578
H 3.436 -4.930 -0.184
H 1.778 -5.391 0.249
H 2.784 -4.525 1.417
H 2.484 -3.899 -2.194
H 1.427 -2.482 -2.140
H 0.769 -4.072 -1.767
H 3.960 -2.429 -0.602
H 3.357 -2.110 1.043
H 2.725 -1.217 -0.340
C -1.700 0.041 -5.316
C -1.936 -1.267 -4.549
C -1.194 -2.414 -5.248
C -3.439 -1.574 -4.514
C -1.432 -1.129 -3.171
C -1.015 -1.018 -2.028
H -2.085 -0.048 -6.335
H -0.636 0.273 -5.365
H -2.207 0.872 -4.824
H -1.562 -2.530 -6.271
H -1.346 -3.353 -4.716
H -0.122 -2.214 -5.287
H -3.824 -1.667 -5.532
H -3.983 -0.776 -4.007
H -3.630 -2.507 -3.983

Properties
Orbital gap (spin up / spin down)   0.3095 / 0.3103 Eh
Highest occupied orbital energy (spin up / spin down)   -8.207 / -8.211 eV
⟨S²⟩   0.751
Multiplicity   2
Energy above the lowest of the compared OMol25 structures with the same formula, charge and spin   0.00 kcal per mole
Calculated total energy   -1996.7248 Eh

---

DFT (wB97M-V/def2-TZVPD) results for 6 unconnected molecules or ions with the total composition C18H30Cl6O6 in a non-equilibrium geometry.

CARTESIAN COORDINATES (ANGSTROEM)
O 3.894 -1.440 -0.215
C 4.461 -0.415 -0.475
C 3.855 0.979 -0.702
C 5.083 1.813 -1.084
C 6.296 1.062 -0.452
O 5.800 -0.337 -0.484
H 3.040 1.004 -1.414
H 3.449 1.385 0.255
H 5.230 1.818 -2.171
H 5.001 2.897 -0.838
H 7.262 1.154 -0.918
H 6.347 1.408 0.577
O -2.818 -3.306 -1.247
C -3.245 -2.177 -1.227
C -3.552 -1.381 0.008
C -3.857 0.063 -0.509
C -3.848 -0.089 -2.060
O -3.435 -1.482 -2.393
H -4.388 -1.723 0.589
H -2.652 -1.452 0.535
H -4.846 0.375 -0.136
H -3.122 0.742 -0.159
H -4.801 0.122 -2.446
H -3.138 0.680 -2.340
O -0.909 -0.554 -0.886
C -0.211 -1.047 -1.752
C -0.556 -2.133 -2.701
C 0.815 -2.568 -3.174
C 1.711 -1.332 -2.820
O 0.984 -0.585 -1.823
H -1.043 -2.865 -2.030
H -1.239 -1.836 -3.484
H 1.188 -3.424 -2.598
H 0.883 -2.782 -4.264
H 2.675 -1.633 -2.371
H 1.802 -0.652 -3.687
Cl 1.346 -3.995 0.657
C 1.605 -2.444 1.529
C 2.753 -2.616 2.488
Cl 2.464 -3.763 3.775
H 0.655 -2.277 1.954
H 1.795 -1.761 0.729
H 2.940 -1.648 2.979
H 3.683 -2.871 1.976
Cl -3.308 1.205 3.768
C -4.731 2.280 3.881
C -4.486 3.534 3.152
Cl -4.035 3.363 1.381
H -4.776 2.593 4.923
H -5.665 1.781 3.567
H -3.761 4.130 3.631
H -5.419 4.188 3.217
Cl 0.587 1.116 2.438
C -0.633 1.535 1.186
C -0.433 2.925 0.633
Cl 1.172 3.043 -0.200
H -1.655 1.650 1.616
H -0.548 0.842 0.390
H -0.513 3.728 1.349
H -1.150 3.174 -0.120

Properties
Orbital gap   0.3813 Eh
Highest occupied orbital energy   -9.987 eV
Calculated total energy   -3916.4724 Eh

---

DFT (wB97M-V/def2-TZVPD) results for a molecular structure, C18H30CrN6O2 in a non-equilibrium geometry.

CARTESIAN COORDINATES (ANGSTROEM)
Cr -0.597 0.890 -0.635
N -0.656 -0.414 -2.368
C -2.040 -0.783 -2.759
C -3.047 0.211 -2.187
N -2.693 0.531 -0.792
C -2.631 -0.622 0.117
C -0.511 -1.540 1.153
N -0.368 -2.448 0.061
C -3.383 1.707 -0.218
C -2.667 2.191 1.038
N -1.227 2.410 0.737
H -0.086 -1.252 -2.322
H -0.241 0.188 -3.074
H -2.164 -0.828 -3.841
H -2.229 -1.786 -2.383
H -3.005 1.150 -2.739
H -4.062 -0.188 -2.280
H -3.466 -0.644 0.821
H -2.589 -1.550 -0.444
H 0.489 0.096 2.071
H -0.969 -2.035 2.006
H 0.571 -2.376 -0.319
H -0.544 -3.404 0.337
H -3.364 2.485 -0.982
H -4.430 1.486 0.010
H -3.158 3.091 1.409
H -2.726 1.439 1.822
H -1.118 3.266 0.198
H -0.699 2.539 1.593
C 0.843 3.730 -3.423
C 0.846 2.603 -2.432
O -0.276 2.300 -1.892
C 2.039 1.936 -2.126
C 2.259 0.970 -1.149
C 3.648 0.440 -0.960
N 1.268 0.498 -0.324
N 1.677 -0.512 0.442
C 0.798 -0.821 1.555
O -1.400 -0.415 0.807
C 1.522 -1.716 2.544
C 1.005 -1.843 3.831
C 1.599 -2.689 4.755
C 2.723 -3.422 4.398
C 3.247 -3.295 3.120
C 2.652 -2.444 2.195
H -0.170 4.096 -3.568
H 1.244 3.401 -4.384
H 1.472 4.551 -3.074
H 2.917 2.261 -2.669
H 4.350 0.977 -1.594
H 3.685 -0.624 -1.201
H 3.949 0.518 0.084
H 0.133 -1.265 4.121
H 1.189 -2.772 5.753
H 3.190 -4.083 5.116
H 4.128 -3.858 2.840
H 3.069 -2.330 1.203

Properties
Orbital gap (spin up / spin down)   0.2286 / 0.2236 Eh
Highest occupied orbital energy (spin up / spin down)   -9.349 / -9.226 eV
⟨S²⟩   0.767
Charge   +1
Multiplicity   2
Energy above the lowest of the compared OMol25 structures with the same formula, charge and spin   2.21 kcal per mole
Calculated total energy   -2227.1455 Eh

---

DFT (wB97M-V/def2-TZVPD) results for 6 unconnected molecules or ions with the total composition C18H30F2O18 in a non-equilibrium geometry.

CARTESIAN COORDINATES (ANGSTROEM)
O -0.894 0.023 3.086
C -1.165 -0.891 2.381
O -0.577 -2.152 2.396
C -1.537 -3.027 1.795
C -2.116 -2.095 0.746
F -3.326 -2.419 0.270
O -2.170 -0.886 1.491
H -1.091 -3.800 1.175
H -2.351 -3.141 2.513
H -1.430 -1.881 -0.076
O -4.289 1.929 -3.354
C -4.136 2.263 -2.218
O -3.377 1.635 -1.305
C -3.263 2.348 -0.090
C -4.451 3.333 -0.167
F -4.134 4.589 0.144
O -4.656 3.302 -1.601
H -3.440 1.707 0.771
H -2.296 2.847 -0.067
H -5.353 2.991 0.340
C 2.182 -4.343 1.602
O 3.515 -4.005 1.867
C 4.437 -4.242 0.880
O 4.185 -4.747 -0.176
O 5.661 -4.049 1.360
C 6.760 -3.990 0.485
H 1.515 -4.056 2.415
H 2.072 -5.429 1.550
H 1.773 -3.874 0.707
H 7.685 -3.799 1.025
H 6.592 -3.171 -0.216
H 6.929 -4.933 -0.037
C 1.796 0.542 -4.328
O 0.431 0.710 -4.674
C -0.394 -0.331 -4.554
O -0.022 -1.418 -4.186
O -1.636 0.026 -4.869
C -2.634 -0.955 -4.686
H 2.220 1.534 -4.195
H 2.415 0.012 -5.053
H 1.737 -0.042 -3.408
H -3.518 -0.443 -5.061
H -2.683 -1.201 -3.624
H -2.465 -1.865 -5.263
C 0.646 2.682 2.232
O 0.176 3.733 3.131
C -1.133 3.772 3.301
O -1.941 3.155 2.644
O -1.449 4.602 4.289
C -2.637 5.412 4.119
H 1.002 1.863 2.863
H 1.651 2.952 1.905
H -0.122 2.349 1.548
H -2.722 5.920 3.163
H -2.515 6.186 4.878
H -3.502 4.850 4.466
C 3.943 -0.553 0.202
O 2.878 0.048 -0.542
C 1.586 -0.097 -0.246
O 1.150 -1.016 0.393
O 0.930 0.826 -0.934
C -0.471 0.704 -1.080
H 3.937 -0.394 1.281
H 4.854 -0.134 -0.212
H 3.893 -1.636 0.084
H -0.982 1.072 -0.184
H -0.747 -0.320 -1.319
H -0.920 1.416 -1.774

Properties
Orbital gap   0.4160 Eh
Highest occupied orbital energy   -10.753 eV
Calculated total energy   -2257.9171 Eh